1.
Computed, not measured: a structure of composition C20H32Br4MgNO4P2S, with ωB97M-V/def2-TZVPD.

Geometry as XYZ:
```
65
Properties=species:S:1:pos:R:3:lowdin_charge:R:1
C 6.396 -0.662 2.849 -0.15
C 5.587 0.801 2.911 -0.25
C 4.081 0.487 2.296 -0.23
C 2.918 1.070 3.307 -0.21
C 1.677 0.003 3.570 -0.20
C 0.891 -0.367 2.155 -0.23
C 0.013 0.875 1.539 -0.19
C -0.167 0.833 -0.101 -0.57
Br 0.877 2.520 -0.586 0.76
O 0.633 -0.177 -0.872 -0.59
P 0.077 -0.262 -2.558 0.44
C -0.544 -1.995 -2.048 -0.57
Br 0.057 -2.816 -0.279 0.56
C -1.499 -2.853 -2.834 -0.62
C -2.119 -2.341 -4.261 -0.13
Br -2.119 -4.655 -2.172 0.60
P 1.942 -1.375 -3.038 0.33
O 1.644 -2.923 -3.775 -0.29
O 2.749 -0.370 -4.262 -0.33
S 3.193 -1.431 -1.523 0.32
O -1.384 0.639 -2.216 -0.34
C -1.639 1.005 -0.782 -0.34
C -2.305 2.531 -0.885 -0.14
C -2.373 3.284 0.608 -0.25
C -3.696 4.267 0.757 -0.58
Br -4.676 3.948 2.494 0.51
C -2.842 -0.109 -0.435 -0.11
C -3.990 -0.212 -1.549 0.00
C -5.194 -1.294 -1.372 0.00
C -5.018 -2.103 0.031 -0.05
C -3.780 -1.765 0.992 -0.12
N -2.638 -0.820 0.853 0.06
H 6.149 -1.103 1.785 0.07
H 7.543 -0.489 3.039 0.08
H 5.894 -1.340 3.677 0.08
H 6.138 1.621 2.252 0.11
H 5.543 1.214 4.018 0.10
H 3.968 1.035 1.251 0.11
H 3.902 -0.662 2.077 0.09
H 3.390 1.273 4.377 0.11
H 2.551 2.100 2.872 0.11
H 2.074 -0.969 4.103 0.11
H 0.882 0.573 4.235 0.12
H 0.224 -1.322 2.406 0.07
H 1.739 -0.767 1.419 0.08
H 0.560 1.877 1.887 0.08
H -1.033 0.889 2.100 0.11
H -0.154 -0.394 -4.004 0.04
H 0.890 0.877 -3.007 0.03
H -2.634 -3.271 -4.804 0.10
H -1.188 -2.073 -4.960 0.09
H -2.814 -1.401 -4.197 0.09
H 2.118 -2.871 -4.676 0.11
H 3.273 0.350 -3.763 0.09
H -1.754 3.207 -1.696 0.12
H -3.441 2.502 -1.246 0.11
H -2.364 2.509 1.500 0.09
H -1.435 3.981 0.656 0.09
H -4.444 4.196 -0.148 0.08
H -3.335 5.397 0.798 0.08
H -3.977 0.481 -2.501 0.11
H -6.080 -1.444 -2.122 0.10
H -5.799 -2.930 0.335 0.10
H -3.755 -2.381 2.017 0.11
Mg 0.620 -4.401 1.507 0.93
```

Properties
Strongest force on any atom (eV Å⁻¹): 8.0
HOMO energy (eV): -10.70
E (eV): -345943.166
Charge: +1
Multiplicity: 1
Gap between HOMO and LUMO (eV): 3.1
LUMO energy (eV): -7.62

2.
Computed, not measured: a cluster of 2 separate species, C10H16 in total, with ωB97M-V/def2-TZVPD.

Geometry as XYZ:
```
26
Properties=species:S:1:pos:R:3:lowdin_charge:R:1
C 1.113 1.778 -1.426 -0.11
C 1.175 -1.880 -0.371 -0.21
C 1.232 -0.773 -1.209 -0.16
C 1.465 -1.785 0.997 -0.19
C 1.308 0.542 -0.591 -0.37
C 1.716 -0.477 1.571 -0.19
C 1.567 0.653 0.755 -0.17
H 0.947 -2.812 -0.905 0.08
H 1.038 -0.815 -2.274 0.05
H 1.500 -2.703 1.583 0.05
H 2.094 -0.318 2.562 0.03
H 1.926 2.501 -1.295 0.06
H 0.177 2.302 -1.127 0.05
H 1.692 1.617 1.257 0.09
H 0.948 1.585 -2.500 0.05
C -2.315 -0.009 0.517 -0.30
C -3.095 -0.368 -0.720 -0.16
C -2.380 1.515 0.754 -0.13
H -2.679 -0.508 1.413 0.10
H -1.294 -0.305 0.279 0.08
H -2.517 -0.239 -1.664 0.08
H -3.360 1.842 1.102 0.06
H -3.929 0.289 -0.988 0.05
H -3.564 -1.356 -0.767 0.06
H -1.601 1.799 1.478 0.07
H -2.210 2.062 -0.170 0.05
```

Properties
Strongest force on any atom (eV Å⁻¹): 2.2
HOMO energy (spin up / spin down) (eV): 0.91 / -3.30
E (eV): -10627.928
Energy relative to the best compared isomer or geometry (same formula, charge and spin) (eV): 0.383
Charge: -1
Multiplicity: 2
Gap between HOMO and LUMO (spin up / spin down) (eV): 2.9 / 7.0
LUMO energy (spin up / spin down) (eV): 3.79 / 3.70

3.
Computed, not measured: a cluster of 2 separate species, C34H60ClF3O8PS2 in total, with ωB97M-V/def2-TZVPD.

Geometry as XYZ:
```
109
Properties=species:S:1:pos:R:3:lowdin_charge:R:1
C 7.297 -2.691 3.058 0.02
C 6.981 -1.372 3.226 -0.12
C 5.729 -0.743 3.816 -0.18
C 4.632 -0.724 2.702 -0.24
C 3.781 0.580 2.774 -0.03
C 3.547 1.191 1.414 -0.43
O 2.472 1.422 0.955 0.17
O 4.716 1.491 0.728 0.07
C 5.091 2.843 0.771 -0.47
C 6.501 3.061 1.240 0.04
O 4.358 3.711 0.432 0.17
C 3.751 -2.013 2.541 -0.63
S 4.553 -2.946 1.167 0.89
C 2.285 -1.724 2.173 -0.23
C 1.501 -2.810 1.436 -0.21
C -0.018 -2.574 1.562 -0.15
C -0.566 -2.452 2.994 -0.21
O -1.401 -1.307 3.130 -0.19
C -0.846 -0.224 3.851 -0.09
S 3.753 -3.085 4.022 0.65
O 2.398 -3.481 4.256 -0.24
O 4.676 -4.166 3.906 -0.26
O 4.080 -2.098 5.227 -0.14
C 5.200 -1.205 5.205 -0.27
C 4.700 0.080 5.955 -0.06
C 3.361 -0.092 6.653 -0.79
O 2.336 0.009 6.058 0.06
Cl 3.346 -0.373 8.380 0.75
C 6.270 -1.834 6.132 -0.59
F 6.485 -3.108 5.879 0.19
F 5.830 -1.791 7.395 0.14
F 7.406 -1.145 6.098 0.19
H 7.357 -3.163 2.079 0.06
H 7.549 -3.331 3.897 0.07
H 7.690 -0.643 2.824 0.11
H 5.986 0.308 3.948 0.13
H 5.201 -0.634 1.774 0.11
H 4.347 1.339 3.322 0.13
H 2.836 0.464 3.297 0.12
H 7.124 3.209 0.357 0.10
H 6.509 3.991 1.804 0.10
H 6.874 2.226 1.826 0.08
H 4.217 -4.201 1.483 -0.09
H 1.769 -1.459 3.095 0.09
H 2.243 -0.846 1.531 0.11
H 1.738 -2.769 0.372 0.09
H 1.740 -3.799 1.829 0.11
H -0.286 -1.708 0.950 0.10
H -0.501 -3.431 1.085 0.11
H 0.209 -2.503 3.759 0.10
H -1.221 -3.309 3.167 0.12
H 0.201 -0.378 4.121 0.06
H -1.419 -0.041 4.763 0.09
H -0.902 0.688 3.248 0.08
H 5.468 0.463 6.624 0.13
H 4.488 0.869 5.241 0.11
C -5.902 4.236 -1.902 -0.10
C -5.134 3.113 -1.210 -0.25
C -3.657 3.074 -1.609 -0.22
C -3.368 2.498 -3.003 -0.26
P -3.373 0.704 -3.183 1.02
C -2.326 0.043 -1.865 -0.27
C -0.919 0.614 -1.637 -0.22
C 0.187 0.236 -2.628 -0.25
C 0.301 -1.255 -2.932 -0.09
C -2.566 0.276 -4.736 -0.26
C -3.130 0.716 -6.097 -0.21
C -4.364 -0.021 -6.621 -0.25
C -4.317 -1.539 -6.485 -0.10
C -4.923 -0.163 -2.848 -0.25
C -6.207 -0.080 -3.690 -0.21
C -6.698 1.312 -4.122 -0.25
C -7.926 1.777 -3.342 -0.10
H -5.844 4.167 -2.990 0.06
H -6.955 4.212 -1.624 0.08
H -5.505 5.208 -1.608 0.08
H -5.618 2.154 -1.409 0.08
H -5.194 3.265 -0.132 0.12
H -3.097 2.509 -0.859 0.10
H -3.261 4.090 -1.577 0.12
H -2.349 2.788 -3.285 0.11
H -4.003 2.964 -3.759 0.09
H -2.293 -1.043 -1.984 0.10
H -2.897 0.203 -0.944 0.10
H -0.604 0.273 -0.648 0.11
H -0.964 1.704 -1.575 0.10
H 1.133 0.578 -2.203 0.11
H 0.079 0.797 -3.560 0.09
H 0.585 -1.811 -2.037 0.07
H 1.068 -1.425 -3.687 0.08
H -0.629 -1.679 -3.316 0.05
H -2.347 -0.794 -4.726 0.09
H -1.593 0.767 -4.655 0.08
H -2.323 0.579 -6.820 0.12
H -3.336 1.789 -6.077 0.11
H -4.486 0.237 -7.675 0.12
H -5.255 0.372 -6.131 0.07
H -3.534 -1.968 -7.112 0.08
H -5.266 -1.975 -6.795 0.08
H -4.141 -1.861 -5.456 0.06
H -5.167 0.066 -1.806 0.10
H -4.626 -1.218 -2.822 0.11
H -6.992 -0.573 -3.114 0.12
H -6.081 -0.713 -4.568 0.08
H -6.973 1.279 -5.178 0.11
H -5.903 2.057 -4.044 0.07
H -8.785 1.148 -3.576 0.08
H -8.188 2.802 -3.604 0.08
H -7.761 1.735 -2.264 0.07
```

Properties
Strongest force on any atom (eV Å⁻¹): 2.0
HOMO energy (eV): -9.81
E (eV): -104236.509
Charge: +1
Multiplicity: 1
Gap between HOMO and LUMO (eV): 7.9
LUMO energy (eV): -1.90

4.
Computed, not measured: a cluster of 2 separate species, C5H12O in total, with ωB97M-V/def2-TZVPD.

Geometry as XYZ:
```
18
Properties=species:S:1:pos:R:3:lowdin_charge:R:1
C -0.769 1.482 1.668 -0.10
C 0.300 0.568 1.025 -0.32
C 0.168 0.779 -0.442 0.00
C 1.844 -1.404 -0.987 -0.03
C -0.978 0.104 -1.063 -0.34
O -1.566 -0.977 -0.339 -0.09
H -1.773 1.093 1.474 0.07
H -0.701 2.503 1.284 0.08
H -0.612 1.515 2.751 0.08
H 1.289 0.882 1.380 0.10
H 0.103 -0.458 1.358 0.11
H 1.676 -0.293 -1.121 0.01
H 0.927 -1.906 -0.685 0.02
H 2.176 -1.785 -1.951 0.03
H 2.609 -1.527 -0.220 0.03
H -0.710 -0.188 -2.088 0.12
H -1.693 0.940 -1.178 0.13
H -2.291 -1.328 -0.866 0.09
```

Properties
Strongest force on any atom (eV Å⁻¹): 1.0
HOMO energy (eV): -8.26
E (eV): -7423.241
Energy relative to the best compared isomer or geometry (same formula, charge and spin) (eV): 4.071
Charge: 0
Multiplicity: 1
Gap between HOMO and LUMO (eV): 8.7
LUMO energy (eV): 0.43

5.
Computed, not measured: the ion C4H8NO3 with charge -1, with ωB97M-V/def2-TZVPD.

Geometry as XYZ:
```
16
Properties=species:S:1:pos:R:3:lowdin_charge:R:1
O 0.962 0.561 2.656 -0.03
C 1.265 1.018 1.589 -0.42
N 0.999 0.432 0.423 0.06
C -0.222 -0.374 0.329 -0.30
C -1.221 0.538 -0.385 -0.31
O -0.478 1.245 -1.421 -0.36
C -0.058 -1.539 -0.669 -0.28
O -0.106 -1.135 -2.049 -0.18
H 1.772 2.055 1.625 0.14
H 1.296 0.973 -0.356 0.11
H -0.566 -0.596 1.326 0.13
H -1.590 1.235 0.359 0.08
H -2.086 -0.054 -0.865 0.12
H 0.917 -1.975 -0.211 0.11
H -0.651 -2.346 -0.291 0.08
H -0.232 -0.039 -2.061 0.05
```

Properties
Structure (SMILES): O=CN[C@@H](C[O-])CO
Strongest force on any atom (eV Å⁻¹): 3.2
HOMO energy (eV): -3.74
E (eV): -11909.795
Energy relative to the best compared isomer or geometry (same formula, charge and spin) (eV): 3.499
Charge: -1
Multiplicity: 1
Gap between HOMO and LUMO (eV): 7.8
LUMO energy (eV): 4.04

6.
Computed, not measured: a cluster of 2 separate species, C5H10O2 in total, with ωB97M-V/def2-TZVPD.

Geometry as XYZ:
```
17
Properties=species:S:1:pos:R:3:lowdin_charge:R:1
O -0.524 1.641 1.982 0.04
C -0.805 1.698 0.808 -0.26
C -1.281 0.526 -0.011 -0.15
C -0.608 0.468 -1.376 -0.29
O -0.976 -0.764 -1.965 -0.07
H -0.724 2.664 0.261 0.13
H -1.091 -0.396 0.544 0.10
H -2.368 0.613 -0.148 0.13
H 0.483 0.539 -1.252 0.11
H -0.935 1.319 -1.994 0.12
H -0.502 -0.850 -2.801 0.09
C 1.560 -1.545 0.399 -0.08
C 1.544 -0.948 1.586 -0.07
H 0.648 -1.793 -0.143 0.04
H 2.497 -1.805 -0.089 0.05
H 2.464 -0.699 2.110 0.05
H 0.620 -0.667 2.088 0.04
```

Properties
Structure (SMILES): O=CCCO.C=C
Strongest force on any atom (eV Å⁻¹): 0.5
HOMO energy (eV): -9.94
E (eV): -9440.495
Energy relative to the best compared isomer or geometry (same formula, charge and spin) (eV): 2.548
Charge: 0
Multiplicity: 1
Gap between HOMO and LUMO (eV): 10.7
LUMO energy (eV): 0.76